Here is a structure of composition C54H52N2O6P2SSiY from the Open Molecules 2025 dataset. Energies are from the ωB97M-V functional and the def2-TZVPD basis.

## Properties
2S+1 ... 1
Total charge ... +1
Lowest unoccupied orbital energy ... -2.934 eV
HOMO-LUMO gap ... 7.3 eV
Total energy ... -110443.07709 eV

Each line ends with the Mulliken charge.
Positions of all 119 atoms, in Å:
C -1.164 -2.204 1.495  -0.684
H 1.514 -2.583 1.985  0.282
H 5.830 -3.599 -0.174  0.449
H 5.246 1.738 -2.637  0.530
H 2.523 -3.572 -1.274  0.157
C -5.253 2.946 2.244  -0.816
H 5.478 3.833 1.089  0.471
Si -3.294 -4.950 -1.616  0.212
C -0.551 3.159 2.537  -0.115
H -2.721 -6.047 -3.718  0.395
O -4.203 0.014 -2.131  -0.577
C -1.847 -2.543 -0.704  -0.410
C -3.978 3.115 1.724  -0.441
C 2.776 -1.811 -3.290  -1.635
H -3.681 0.898 -4.477  0.664
H -3.709 4.070 1.291  0.309
C 4.963 1.841 -1.597  -0.745
H -2.694 -4.288 -3.940  0.289
C -1.345 3.455 -0.156  0.657
C 2.963 -0.082 5.619  -0.646
H -3.239 2.864 -0.983  0.583
C -3.059 2.070 1.761  0.684
C -0.125 1.816 -3.468  1.235
H 3.949 2.208 2.104  0.350
H 1.883 2.821 -4.467  0.282
H 1.472 5.298 5.039  0.425
P -1.334 2.211 1.192  2.115
C -2.145 0.835 -2.982  -0.159
Y -0.049 0.135 -0.512  -1.362
H -2.806 -5.107 1.267  0.313
O -2.514 0.392 -0.685  0.470
H 0.595 4.233 0.366  0.365
C 4.393 -2.077 0.280  -0.432
H 4.880 -0.987 5.269  0.461
H -2.272 -6.996 -0.651  0.331
H -1.340 -5.099 -3.158  0.277
C -2.286 4.346 -2.196  -0.892
C 4.878 -3.379 0.292  -0.677
C 1.852 0.504 5.041  -0.169
H 3.648 0.152 -1.643  0.386
C -5.619 1.735 2.815  -0.630
H -1.711 4.934 2.225  0.332
C 4.081 0.934 -1.035  -0.427
H 2.743 -0.842 -3.794  0.294
O 2.136 2.745 -3.538  -0.482
C 2.770 0.091 2.831  -0.301
C 2.940 -4.097 1.510  -0.714
H -1.104 5.819 -3.220  0.431
P 2.485 -0.091 1.024  2.905
C -2.428 -3.786 -0.377  0.533
C -0.136 5.105 -1.443  -0.702
O 1.348 -0.942 -1.544  0.674
H -1.704 -3.664 2.960  0.613
H 0.667 -2.030 -3.114  0.192
C 5.471 2.887 -0.837  -0.943
H -2.735 0.031 2.362  0.192
H -3.765 -7.357 -1.514  0.362
H 2.854 -2.588 -4.053  0.393
H 1.037 0.882 5.643  0.620
H 2.370 -4.878 1.996  0.457
C 3.174 -1.778 0.876  1.033
C -0.897 4.488 2.783  0.312
C 4.002 -0.545 4.819  -0.972
H 0.741 5.728 -1.570  0.479
H -3.839 -6.704 0.114  0.377
C -4.706 0.692 2.865  -0.753
H 3.020 -0.175 6.696  0.428
C -2.427 -5.096 -3.263  -0.952
C 1.558 -3.372 -1.740  -1.196
C -0.223 4.262 -0.345  -0.926
H 6.157 3.597 -1.278  0.403
H -5.624 -4.994 -2.466  0.381
C 0.890 4.700 4.351  -0.977
H 4.536 -5.403 0.914  0.386
H -4.641 -0.205 -1.295  0.420
H 0.788 -3.428 -0.969  -0.064
C 1.181 2.181 -2.815  0.035
C -2.372 3.500 -1.101  -0.791
H -2.204 2.102 -6.096  0.489
C -3.435 0.859 2.337  -0.401
C -2.888 0.153 -1.859  -0.264
C 1.241 3.375 4.149  -0.905
C -1.748 -3.371 1.921  -1.880
O 0.711 1.252 3.058  0.468
H -5.558 -4.268 -0.857  0.330
C 2.456 -2.800 1.493  -0.643
H -0.636 -1.553 2.189  0.724
H 2.087 2.960 4.674  0.517
H 3.681 -1.856 -2.678  0.248
C -3.293 -6.649 -0.830  -1.220
C 1.795 0.629 3.657  -0.730
O 1.345 1.986 -1.634  -0.218
C 0.491 2.598 3.272  0.466
H -6.613 1.606 3.222  0.412
C 3.891 -0.479 3.443  -0.117
C 4.223 2.099 1.062  -1.136
H -0.480 6.286 3.870  0.453
C -2.663 1.159 -4.226  -1.491
N -0.909 1.152 -2.633  2.127
C -0.198 5.257 3.693  -0.976
H -4.984 -0.254 3.311  0.475
C -2.371 -4.164 0.958  -0.209
C -5.045 -4.330 -1.819  -1.041
C 3.719 1.042 0.307  0.362
C -1.839 1.830 -5.115  -1.182
H -5.959 3.765 2.208  0.450
C 4.155 -4.391 0.904  -0.802
C -0.546 2.178 -4.737  -1.386
C -1.167 5.151 -2.371  -0.917
H 0.083 2.731 -5.422  0.407
N -1.196 -1.805 0.218  2.065
H -3.099 4.381 -2.911  0.550
H 4.675 -0.901 2.826  0.518
H -5.047 -3.336 -2.272  0.246
S -1.902 -1.887 -2.325  -0.098
C 1.532 -2.022 -2.439  0.676
H 4.985 -1.298 -0.181  0.423
H 1.364 -4.164 -2.467  0.529
C 5.091 3.019 0.490  -0.675